# 1
The following is a quantum chemistry calculation of a structure of composition C53H95B2N6O26V, from the Open Molecules 2025 dataset.

Output
- gap between HOMO and LUMO (eV) = 2.9952
- largest force on an atom (Eh/bohr) = 0.1051
- relative energy (zero: lowest compared OMol25 entry of this formula, charge and spin) (kJ/mol) = 618.19
- E_HOMO (eV) = -4.418

Geometry as ORCA input:
```
! wB97M-V def2-TZVPD RIJCOSX def2/J DEFGRID3
* xyz -2 1
O 23.3697 -8.8692 -6.7179
V 23.9722 -8.7578 -5.2419
O 25.5388 -9.1005 -5.2876
N 23.1845 -3.9523 -4.7668
O 23.2554 -5.1502 -4.8606
O 22.4159 -3.3478 -5.4940
O 23.8542 -3.2853 -4.0035
O 23.7507 -7.1634 -0.5666
C 23.5557 -6.6731 0.5638
O 23.6879 -5.3760 1.0052
B 23.1610 -5.1947 2.4218
O 22.8586 -6.5753 2.7421
C 23.0241 -7.4267 1.8240
O 22.8934 -8.6286 1.9392
O 24.2172 -4.6652 3.3639
C 23.5764 -3.7328 4.1461
O 24.1029 -3.2424 5.1435
C 22.1987 -3.3824 3.5082
O 22.0643 -4.1887 2.4574
O 21.4147 -2.5845 3.9974
O 18.1223 -8.0243 0.8266
C 17.8092 -6.9458 0.3707
O 18.4372 -5.7710 0.4877
B 17.6885 -4.7778 -0.2760
O 16.5402 -5.4599 -0.7740
C 16.5125 -6.7118 -0.4587
O 15.8536 -7.5562 -0.8696
O 17.2869 -3.5364 0.4750
C 17.9387 -2.5236 -0.0175
O 17.9455 -1.3114 0.2909
C 18.8727 -3.0236 -1.2209
O 18.5753 -4.3218 -1.3464
O 19.5870 -2.3169 -1.9569
C 12.9194 -7.3691 9.1279
C 14.0570 -7.9538 8.2296
C 13.6186 -8.4890 6.8240
C 13.2778 -7.3749 5.7971
C 14.5546 -6.5271 5.5740
C 15.0324 -5.8782 6.9051
N 15.2231 -7.0035 7.9238
O 15.8184 -6.4825 9.0468
C 16.3984 -5.3196 6.5932
C 14.0738 -4.6439 7.3215
C 14.5631 -9.2156 8.9110
H 11.9540 -7.8486 8.9662
H 12.9250 -6.2961 8.9362
H 13.1286 -7.4638 10.1934
H 14.4768 -9.0431 6.4439
H 12.7617 -9.1448 6.9785
H 12.5282 -6.7271 6.2516
H 12.9973 -7.8151 4.8402
H 14.1884 -5.7706 4.8800
H 15.3604 -7.1017 5.1173
H 16.4278 -4.5026 5.8723
H 16.9108 -4.9085 7.4630
H 17.0024 -6.0793 6.0970
H 13.0622 -4.9838 7.5432
H 14.2795 -4.0706 8.2255
H 13.9201 -3.8672 6.5723
H 15.3918 -9.7733 8.4747
H 13.6878 -9.8644 8.9458
H 14.9822 -9.0189 9.8978
H 15.1327 -5.9261 9.4232
C 30.7662 -9.2955 4.8206
C 29.8804 -10.3024 5.6323
C 30.3460 -10.2169 7.1618
C 29.9043 -8.9899 7.8207
C 28.3563 -8.8945 7.6922
C 27.7750 -8.9435 6.2346
N 28.4018 -10.0457 5.5456
O 27.8750 -10.3164 4.2437
C 26.2471 -9.1473 6.4450
C 28.0208 -7.6034 5.6357
C 30.3569 -11.7824 5.3557
H 30.2884 -9.1380 3.8536
H 31.7762 -9.6706 4.6550
H 30.9218 -8.2775 5.1777
H 29.9841 -11.0380 7.7807
H 31.4339 -10.2818 7.1788
H 30.3283 -8.0511 7.4644
H 30.3866 -8.9700 8.7980
H 28.0383 -7.9114 8.0396
H 27.9357 -9.6203 8.3881
H 25.7331 -8.3470 6.9775
H 25.8659 -9.2658 5.4308
H 26.0496 -9.9907 7.1066
H 27.3962 -6.7538 5.9118
H 29.0672 -7.3002 5.6718
H 27.7110 -7.7120 4.5963
H 31.3644 -11.9957 5.7131
H 30.4792 -12.1051 4.3218
H 29.6089 -12.4320 5.8103
H 28.3780 -9.6570 3.7601
C 22.2112 -0.5770 10.0954
C 23.2431 -0.2314 11.2170
C 24.5506 0.4734 10.7839
C 24.3022 2.0532 10.6294
C 23.6177 2.6562 11.7569
C 22.3120 1.9189 12.2455
N 22.6277 0.4552 12.3775
O 21.5860 -0.2492 13.0291
C 22.1203 2.5627 13.6843
C 21.0281 2.2093 11.3807
C 23.7958 -1.6022 11.6919
H 21.1651 -0.4399 10.3690
H 22.2821 -1.6009 9.7282
H 22.4906 0.0538 9.2515
H 25.4136 0.3192 11.4316
H 24.8053 0.0226 9.8247
H 23.7899 2.3006 9.6996
H 25.2742 2.5245 10.4838
H 23.3833 3.7083 11.5951
H 24.3576 2.6600 12.5573
H 21.2626 2.0877 14.1606
H 22.9447 2.4167 14.3822
H 21.9817 3.6386 13.5784
H 20.1275 1.6609 11.6571
H 20.7898 3.2380 11.6509
H 21.2499 2.2314 10.3138
H 24.3855 -1.4379 12.5937
H 24.3186 -2.2367 10.9762
H 23.0353 -2.2173 12.1727
H 22.0348 -0.4832 13.8449
C 26.5426 -16.2835 3.1943
C 24.9627 -16.3648 3.1689
C 24.5814 -17.8369 3.5627
C 24.4098 -18.0323 5.0293
C 23.7507 -16.8724 5.7824
C 24.2420 -15.4408 5.4170
N 24.2845 -15.3103 3.9122
O 24.5735 -13.9263 3.5823
C 23.2062 -14.4927 5.9811
C 25.6491 -15.3178 6.0863
C 24.4844 -16.1362 1.6869
H 27.0334 -16.6266 4.1050
H 26.7901 -15.2220 3.1835
H 27.0044 -16.7619 2.3306
H 23.8030 -18.2989 2.9553
H 25.3394 -18.5986 3.3802
H 25.4102 -18.1864 5.4337
H 23.8196 -18.9369 5.1757
H 23.7952 -17.1395 6.8382
H 22.6928 -16.9201 5.5241
H 22.2212 -14.4356 5.5179
H 23.0642 -14.8522 7.0002
H 23.6999 -13.5212 6.0063
H 25.9902 -16.0531 6.8151
H 26.3916 -14.8724 5.4242
H 25.6206 -14.4356 6.7258
H 24.9989 -16.8092 1.0010
H 24.6977 -15.1438 1.2900
H 23.4159 -16.3233 1.5793
H 25.5295 -13.8407 3.6020
C 22.7131 2.2652 2.1927
C 24.2335 2.5990 2.3590
C 24.6016 2.4663 3.8716
C 26.1399 2.5137 4.0573
C 26.7740 1.3573 3.3521
C 26.4533 1.4186 1.8399
N 25.0195 1.6458 1.5311
O 24.7201 1.7372 0.1944
C 27.3687 2.4889 1.1970
C 26.7611 0.0011 1.1702
C 24.3807 4.1081 1.8589
H 22.3941 2.3420 1.1533
H 22.1095 2.7101 2.9838
H 22.5703 1.1989 2.3683
H 24.2012 3.2911 4.4610
H 24.1346 1.5587 4.2541
H 26.4301 2.3656 5.0975
H 26.5580 3.4942 3.8300
H 26.6464 0.3928 3.8436
H 27.8426 1.4737 3.5328
H 28.3742 2.3437 1.5917
H 27.3986 2.4281 0.1091
H 27.1662 3.5332 1.4348
H 27.8448 -0.0901 1.0973
H 26.4150 -0.9188 1.6414
H 26.3889 -0.0584 0.1474
H 23.6889 4.6272 2.5223
H 23.9996 4.3801 0.8746
H 25.3311 4.6259 1.9883
H 25.2948 2.4625 -0.0609
*
```

---

# 2
The following is a quantum chemistry calculation of a cluster of 6 separate species, C54H114N6O6 in total, from the Open Molecules 2025 dataset.

Output
- gap between HOMO and LUMO (spin up / spin down) (eV) = 6.8973 / 2.3600
- largest force on an atom (Eh/bohr) = 0.0848
- relative energy (zero: lowest compared OMol25 entry of this formula, charge and spin) (kJ/mol) = 357.50
- E_HOMO (spin up / spin down) (eV) = -9.589 / -9.589

Geometry as ORCA input:
```
! wB97M-V def2-TZVPD RIJCOSX def2/J DEFGRID3
* xyz 1 2
C -2.8881 9.3073 4.2541
C -3.0592 8.1975 5.3340
C -4.5629 7.6635 5.2422
C -4.7579 6.4878 4.2252
C -3.6746 5.3517 4.5403
C -2.2472 5.8672 4.5133
N -2.2211 7.0456 5.4483
O -0.8544 7.4067 5.6814
C -1.2678 4.6318 4.9492
C -1.7185 6.2817 3.0346
C -3.0474 8.8612 6.7282
H -3.2801 10.3075 4.4384
H -3.0182 8.9393 3.2363
H -1.8029 9.4027 4.2173
H -5.0273 7.3615 6.1810
H -5.1865 8.5206 4.9882
H -4.6342 6.8714 3.2124
H -5.7738 6.1003 4.3017
H -3.6742 4.6124 3.7393
H -3.9900 4.8979 5.4798
H -1.3667 4.4781 6.0237
H -1.3370 3.7130 4.3669
H -0.1862 4.7661 4.9355
H -2.4074 6.9723 2.5481
H -0.7653 6.7828 3.2035
H -1.6817 5.3997 2.3953
H -2.1040 8.7142 7.2540
H -3.7319 8.3768 7.4245
H -3.1221 9.9485 6.7461
H -0.7574 8.0930 5.0173
C 5.3738 -5.6928 6.0259
C 4.5465 -4.5350 6.6616
C 5.5261 -3.6176 7.4656
C 6.2526 -2.5089 6.6644
C 5.2887 -1.6747 5.7732
C 4.3148 -2.4421 5.0170
N 3.7685 -3.6015 5.8089
O 2.7254 -4.3243 5.1727
C 3.1098 -1.5020 4.7789
C 5.0574 -2.8954 3.7483
C 3.7563 -5.0983 7.7645
H 5.9400 -6.3470 6.6890
H 6.2511 -5.3185 5.4985
H 4.9141 -6.4578 5.4001
H 5.0304 -3.0845 8.2768
H 6.3996 -4.1600 7.8274
H 7.0721 -2.9341 6.0851
H 6.6309 -1.8262 7.4253
H 5.8943 -1.0079 5.1594
H 4.7803 -1.0365 6.4958
H 2.4526 -1.5223 5.6483
H 3.4850 -0.5213 4.4865
H 2.5627 -1.8581 3.9060
H 4.6038 -3.8110 3.3687
H 4.9619 -2.3306 2.8209
H 6.1179 -2.8475 3.9956
H 2.9776 -5.8066 7.4816
H 3.0746 -4.3098 8.0834
H 4.3937 -5.5909 8.4989
H 2.0183 -4.0186 5.7454
C 0.3473 -6.6654 -0.7373
C 0.3138 -6.2346 0.7206
C 0.9889 -4.8074 0.6542
C 0.6746 -3.9395 1.8080
C -0.8480 -3.8491 1.9516
C -1.6237 -5.2121 2.0675
N -1.0762 -6.0774 0.9590
O -1.7633 -7.3252 0.9059
C -1.6343 -5.6613 3.5367
C -3.0553 -4.9079 1.5668
C 0.9282 -7.1888 1.7982
H 1.2927 -6.5677 -1.2709
H -0.4792 -6.3017 -1.3478
H 0.1967 -7.7404 -0.8362
H 2.0655 -4.9095 0.5180
H 0.5658 -4.2653 -0.1916
H 1.1978 -2.9836 1.7831
H 0.9582 -4.3763 2.7656
H -1.3465 -3.1252 1.3069
H -0.8021 -3.3733 2.9312
H -2.1882 -6.5999 3.5193
H -0.6560 -5.7850 4.0013
H -2.2329 -5.0440 4.2065
H -3.5529 -4.4936 2.4436
H -3.0270 -4.3142 0.6531
H -3.6340 -5.8028 1.3380
H 0.3391 -7.1701 2.7151
H 1.9401 -6.8768 2.0567
H 0.9543 -8.1958 1.3819
H -1.4521 -7.6280 1.7620
C 1.3651 -0.1771 -2.3717
C 0.8884 0.2198 -0.9202
C 1.8497 -0.5789 -0.0107
C 1.7433 -0.1354 1.4903
C 1.8861 1.3814 1.6801
C 0.9037 2.2193 0.7091
N 0.9656 1.6789 -0.7336
O 0.0526 2.3504 -1.5510
C -0.5780 2.2223 1.2270
C 1.5370 3.6921 0.7288
C -0.5128 -0.4380 -0.7137
H 0.4771 -0.2572 -2.9987
H 1.8362 -1.1583 -2.4298
H 2.1789 0.4745 -2.6900
H 1.7215 -1.6610 0.0156
H 2.8942 -0.4410 -0.2902
H 2.4414 -0.7050 2.1038
H 0.7967 -0.3499 1.9864
H 2.9064 1.5399 1.3308
H 1.7679 1.7189 2.7098
H -0.8807 3.1960 1.6120
H -1.3381 2.2318 0.4459
H -1.0927 1.5161 1.8786
H 2.6251 3.7410 0.6869
H 1.0640 4.4042 0.0525
H 1.3829 4.1012 1.7273
H -0.4995 -1.4980 -0.9672
H -1.2331 -0.0184 -1.4159
H -0.7264 -0.2614 0.3405
H 0.5666 2.5096 -2.3460
C -0.3158 -1.3990 -6.6690
C 0.0327 -2.8671 -6.4608
C 1.0284 -2.9462 -5.2746
C 0.3774 -2.9764 -3.9489
C -0.8203 -3.8436 -3.8372
C -1.9267 -3.6096 -4.9325
N -1.1588 -3.7970 -6.2053
O -2.0414 -3.7669 -7.2079
C -2.9142 -4.8287 -4.8911
C -2.7953 -2.3078 -4.8798
C 0.7528 -3.4280 -7.7469
H -0.5250 -0.8982 -5.7238
H -1.2478 -1.1888 -7.1938
H 0.4386 -0.7161 -7.0597
H 1.5958 -3.8699 -5.3880
H 1.7052 -2.0935 -5.2202
H 0.0260 -2.0130 -3.5795
H 1.1204 -3.3167 -3.2275
H -1.3744 -3.7468 -2.9035
H -0.5310 -4.8911 -3.9218
H -3.6249 -4.9195 -5.7126
H -2.4447 -5.8086 -4.8041
H -3.3951 -4.7100 -3.9201
H -3.3450 -2.2190 -3.9427
H -2.1790 -1.4469 -4.6207
H -3.3647 -1.8940 -5.7120
H 1.7796 -3.0623 -7.7519
H 0.3274 -3.2290 -8.7305
H 0.8637 -4.5091 -7.6622
H -1.9893 -4.6694 -7.5309
C -3.3188 2.3646 -7.2737
C -2.2617 3.1753 -6.5248
C -1.1057 2.1410 -6.4213
C 0.1937 2.8668 -5.8983
C 0.5184 4.1522 -6.8120
C -0.5763 5.1488 -7.0799
N -1.8660 4.3537 -7.3650
O -2.9579 5.2935 -7.6763
C -0.8402 6.0972 -5.9176
C -0.1472 5.9200 -8.3676
C -2.8554 3.5148 -5.1194
H -4.0763 3.1082 -7.5216
H -3.8261 1.4501 -6.9662
H -3.0244 2.0818 -8.2844
H -1.3793 1.2746 -5.8191
H -0.9068 1.7574 -7.4220
H 1.0174 2.1545 -5.9456
H 0.3473 3.1913 -4.8691
H 1.0460 3.8023 -7.6993
H 1.2150 4.7820 -6.2586
H -0.7168 5.5894 -4.9610
H -0.2486 7.0124 -5.8960
H -1.8295 6.5545 -5.9364
H -0.9818 6.5487 -8.6778
H 0.7111 6.5865 -8.2835
H 0.0099 5.1947 -9.1660
H -2.1187 3.6058 -4.3212
H -3.4234 2.6972 -4.6755
H -3.4039 4.4473 -5.2526
H -2.7640 5.3303 -8.6157
*
```